No. 1
Molecular formula: C6H7KNaO6
Method: DFT, the ωB97M-V functional and the def2-TZVPD basis

Properties
Orbital gap = 0.2803 Ha
Energy relative to the best compared isomer or geometry (same formula, charge and spin) = 1.901 eV
HOMO level = -10.93 eV
Charge = +1
Multiplicity = 1

Structure (XYZ):
```
21
C6H7KNaO6 the ωB97M-V functional and the def2-TZVPD basis
Na -4.9397 0.3579 -2.6180
O -3.5258 0.5661 -0.8419
O -3.1299 -1.5768 0.1574
C -3.8028 -2.7447 -0.3181
C -3.4547 -2.7498 -1.7984
O -3.3833 -1.3535 -2.0930
C -3.0290 -0.6769 -0.8939
H -3.4208 -3.6150 0.2244
H -4.8866 -2.6438 -0.1566
H -4.2407 -3.1740 -2.4314
H -2.4706 -3.2057 -1.9871
K 5.5326 -0.7649 0.3750
O 2.7499 0.5387 -0.9632
O 0.5542 0.1315 -1.0492
C -0.5373 -0.3694 -0.4550
C -1.7756 0.1715 -1.0116
O 1.8684 -0.8277 0.5547
C 1.8138 -0.0587 -0.4152
H -0.4250 -1.3882 -0.0667
H -1.5975 0.6418 -1.9853
H -1.3748 0.3690 0.3775
```

Atom charges from the natural (NBO) analysis, given in e for atoms 1 to 6: 0.96, -0.78, -0.51, -0.10, -0.10, -0.59


No. 2
Molecular formula: C3H5NOS3
Method: DFT, the ωB97M-V functional and the def2-TZVPD basis

Properties
Orbital gap = 0.3088 Ha
Energy relative to the best compared isomer or geometry (same formula, charge and spin) = 5.107 eV
HOMO level = -9.30 eV
Multiplicity = 1

Structure (XYZ):
```
13
C3H5NOS3 the ωB97M-V functional and the def2-TZVPD basis
C -1.0211 0.9604 1.1315
C -0.1998 0.6020 -0.1979
C -0.8664 -0.4703 -1.1311
H 0.1342 -1.5887 2.4289
H -1.8888 1.2566 0.6613
H -0.6974 1.9483 1.5814
H 3.3181 1.6271 -0.4701
H -0.6023 -1.6907 -3.3442
N 1.0369 0.6495 -0.4364
O -2.0725 -0.5096 -1.2920
S -1.3042 -0.3552 2.2998
S 2.2466 1.4459 0.6123
S 0.4065 -1.6266 -2.0548
```

Atom charges from the natural (NBO) analysis, given in e for atoms 1 to 6: -0.65, 0.16, 0.47, 0.16, 0.26, 0.24


No. 3
Molecular formula: C3H5ClIN3S
Method: DFT, the ωB97M-V functional and the def2-TZVPD basis

Properties
Orbital gap (spin up / spin down) = 0.2689 / 0.2688 Ha
Energy relative to the best compared isomer or geometry (same formula, charge and spin) = 0.548 eV
HOMO level (spin up / spin down) = -18.91 / -18.91 eV
Charge = +2
Multiplicity = 1

Structure (XYZ):
```
14
C3H5ClIN3S the ωB97M-V functional and the def2-TZVPD basis
C 0.5713 -0.3451 -0.0788
C -0.9856 1.5915 0.1687
C 1.9842 -0.6075 0.0558
N -2.0672 0.8643 -0.1132
N -0.2621 -1.2386 -0.4717
N 0.2376 1.0094 0.2272
S -2.5411 -0.3818 -0.9143
Cl -1.0602 3.1217 0.6628
I -3.9700 -1.5330 0.4706
H 2.3581 0.1207 -0.5768
H 2.3871 -1.6372 -0.2669
H 2.3126 -0.5458 1.2156
H 0.0984 -2.1435 -0.7655
H 0.9369 1.7249 0.3867
```

Atom charges from the natural (NBO) analysis, given in e for atoms 1 to 6: 0.51, 0.44, -0.71, -0.71, -0.63, -0.56


No. 4
Molecular formula: C5H10O
Method: DFT, the ωB97M-V functional and the def2-TZVPD basis

Properties
Orbital gap = 0.3890 Ha
Energy relative to the best compared isomer or geometry (same formula, charge and spin) = 1.075 eV
HOMO level = -9.61 eV
SMILES = CC(C)=O.C=C
Multiplicity = 1

Structure (XYZ):
```
16
C5H10O the ωB97M-V functional and the def2-TZVPD basis
C 2.2373 0.4641 0.0990
C 1.7176 0.3424 -1.1175
C -1.2972 -0.0363 -0.2908
C -1.0707 -1.5005 0.0232
C -1.2465 0.9159 0.8842
O -1.5116 0.3509 -1.4202
H -0.2936 0.7976 1.4135
H 2.3083 1.4296 0.5953
H 2.6224 -0.3933 0.6475
H 1.6508 -0.6210 -1.6186
H 1.3310 1.1969 -1.6671
H -1.0134 -2.0721 -0.9052
H -0.1449 -1.6224 0.5960
H -1.8922 -1.8882 0.6379
H -1.3444 1.9439 0.5288
H -2.0530 0.6924 1.5940
```

Atom charges from the natural (NBO) analysis, given in e for atoms 1 to 6: -0.41, -0.38, 0.61, -0.73, -0.73, -0.55


Question: What is the energy relative to the best compared isomer or geometry (same formula, charge and spin) in the fourth record?
Answer: 1.075 eV